[1]
{
  "formula": "C3H8N4",
  "method": "ωB97M-V/def2-TZVPD",
  "total_charge": 0,
  "e_above_lowest_ev": 3.244,
  "e_tot_ev": -9198.389,
  "multiplicity": 1,
  "molar_mass_g_mol": 100.12,
  "symbols": ["C", "C", "C", "N", "N", "N", "N", "H", "H", "H", "H", "H", "H", "H", "H"],
  "xyz": [[-1.331, 0.112, 0.796], [-0.502, -2.258, 0.379], [-0.230, -0.786, 0.303], [1.445, 2.564, -1.360], [1.390, 0.759, -0.101], [1.005, -0.435, 0.166], [0.971, 1.307, -1.171], [1.700, 2.739, -2.321], [2.127, 2.893, -0.678], [-2.231, -0.047, 0.202], [-1.572, -0.116, 1.835], [-1.408, -2.507, -0.173], [-0.640, -2.560, 1.418], [0.330, -2.827, -0.028], [-1.056, 1.162, 0.733]]
}

---

[2]
{
  "formula": "C3H8N4",
  "method": "ωB97M-V/def2-TZVPD",
  "total_charge": 0,
  "e_above_lowest_ev": 3.252,
  "e_tot_ev": -9198.381,
  "multiplicity": 1,
  "molar_mass_g_mol": 100.12,
  "symbols": ["C", "C", "C", "N", "N", "N", "N", "H", "H", "H", "H", "H", "H", "H", "H"],
  "xyz": [[0.492, 1.670, -0.883], [-0.363, -0.562, 0.101], [0.503, 0.576, 0.147], [-1.142, -0.869, 1.210], [-0.900, -0.999, -1.081], [1.574, 0.487, 0.958], [1.885, -0.567, 1.527], [-0.721, -0.614, 2.093], [-1.558, -1.788, 1.234], [-0.518, -0.622, -1.934], [-1.879, -1.238, -1.117], [1.125, -1.353, 1.151], [1.186, 2.439, -0.554], [-0.507, 2.098, -0.982], [0.825, 1.342, -1.871]]
}

---

[3]
{
  "formula": "C3H8N4",
  "method": "ωB97M-V/def2-TZVPD",
  "total_charge": 0,
  "e_above_lowest_ev": 6.608,
  "e_tot_ev": -9195.026,
  "multiplicity": 1,
  "molar_mass_g_mol": 100.13,
  "symbols": ["C", "C", "C", "H", "H", "H", "H", "H", "H", "H", "H", "N", "N", "N", "N"],
  "xyz": [[-0.454, 0.957, 0.354], [0.242, -0.708, -1.680], [0.213, 0.314, -2.648], [1.385, -0.323, 1.270], [1.394, 0.581, 2.596], [-1.424, 1.470, -0.309], [-1.456, -1.398, 0.761], [0.076, -1.552, 1.401], [0.025, -1.867, -1.876], [0.055, 1.564, -2.419], [0.231, 0.091, -3.671], [0.798, 0.173, 1.939], [-0.130, 1.094, 1.532], [-0.176, -0.301, -0.306], [-0.533, -1.243, 0.562]]
}

---

[4]
{
  "formula": "C3H8N4",
  "method": "ωB97M-V/def2-TZVPD",
  "total_charge": 0,
  "e_above_lowest_ev": 2.943,
  "e_tot_ev": -9198.690,
  "multiplicity": 1,
  "molar_mass_g_mol": 100.12,
  "symbols": ["N", "C", "N", "H", "H", "H", "H", "C", "C", "N", "N", "H", "H", "H", "H"],
  "xyz": [[1.312, 0.224, -0.548], [2.370, 0.114, 0.286], [3.481, 0.655, 0.014], [1.513, 0.615, -1.454], [0.540, -0.430, -0.469], [4.186, 0.562, 0.737], [2.130, -0.437, 1.210], [-2.586, -0.061, -0.250], [-2.012, 1.099, 0.086], [-2.118, -1.288, 0.112], [-0.913, -1.586, 0.004], [-0.746, -2.515, 0.418], [-3.587, -0.110, -0.660], [-2.523, 2.036, -0.048], [-1.047, 1.122, 0.563]]
}